# 1
Below is a molecular structure, C14H14N6O7RuS, with properties calculated with ωB97M-V/def2-TZVPD.

The calculation puts the HOMO energy (alpha / beta) at -8.8 / -8.8 eV. For the relative energy (zero: lowest compared OMol25 entry of this formula, charge and spin), the calculation gives 9.35 kcal/mol. The value obtained for the HOMO-LUMO gap (alpha / beta) is 0.2940 / 0.2078 Eh. The calculated total energy is -1890.10340 a.u. The expectation value of S² is 6.017. For the LUMO energy (alpha / beta), the calculation gives -0.030 / -0.116 Ha.

ORCA input file:
```
! wB97M-V def2-TZVPD RIJCOSX def2/J DEFGRID3
* xyz 0 5
Ru 0.40332 -1.24825 -1.61580
C 1.93239 1.92653 4.89627
C 1.02554 1.29634 3.86212
C -0.19971 1.85682 3.52795
C -1.01489 1.30664 2.55150
C -0.59236 0.17772 1.88228
C 0.60202 -0.43681 2.19858
C 1.38848 0.11909 3.20299
S -1.62329 -0.29502 0.54742
O -2.90424 -0.69858 1.06087
O -1.49510 0.71019 -0.48534
N -0.90661 -1.63035 -0.13472
C -1.15687 -2.93328 0.21940
C 0.36017 -3.75819 0.16364
O 0.37370 -4.62219 0.97173
O 1.03087 -3.30210 -0.76799
H 1.37657 2.62700 5.51788
H 2.71977 2.48838 4.40253
H 2.39773 1.17165 5.53916
H -0.53094 2.76366 4.02856
H -1.95216 1.77248 2.28195
H 0.95210 -1.30594 1.65472
H 2.33689 -0.34596 3.44021
H -1.59596 -3.50897 -0.60589
H -1.70740 -3.05759 1.13759
N 1.96691 -0.77075 -2.97980
N 2.89608 0.09705 -2.34170
C 2.46238 0.61010 -1.09697
O 2.98744 1.55060 -0.60436
O 1.51274 -0.12236 -0.57671
H 2.46365 -1.58448 -3.35341
H 1.46067 -0.25895 -3.72525
H 3.34678 0.78949 -2.94481
N -1.74514 2.47408 -3.04836
C -1.29624 1.22010 -3.14442
O -0.08561 0.96090 -2.97443
C -2.27961 0.13963 -3.34569
C -1.67305 -1.08572 -3.19719
N -0.99428 -2.04995 -3.11367
C -3.65765 0.39229 -3.53061
N -4.74533 0.73559 -3.72469
H -2.73413 2.64009 -3.03491
H -1.10562 3.18904 -2.74067
*
```



# 2
Below is a molecular structure, C14H15BN8OS2V, with properties calculated with ωB97M-V/def2-TZVPD.

The calculation puts the HOMO energy (alpha / beta) at -15.0 / -15.0 eV. For the relative energy (zero: lowest compared OMol25 entry of this formula, charge and spin), the calculation gives 2.72 kcal/mol. The value obtained for the HOMO-LUMO gap (alpha / beta) is 0.2169 / 0.2064 Eh. The calculated total energy is -2820.50094 a.u. The expectation value of S² is 0.833. For the LUMO energy (alpha / beta), the calculation gives -0.336 / -0.345 Ha.

ORCA input file:
```
! wB97M-V def2-TZVPD RIJCOSX def2/J DEFGRID3
* xyz 2 2
V -0.08911 -0.54174 -1.91666
C 3.15119 -0.86366 0.61681
C 2.51474 -1.26885 -0.52844
N 1.32311 -0.62919 -0.63131
N 1.20341 0.20228 0.45637
C 2.29480 0.06977 1.20798
B -0.06388 1.12775 0.50768
N -0.04718 1.99735 -0.81651
C 0.09401 3.32335 -0.93467
C 0.11704 3.66832 -2.27803
C -0.00018 2.47218 -2.95710
N -0.09511 1.45873 -2.07850
N -1.31487 0.16808 0.43633
C -2.31096 0.00182 1.30888
C -3.19942 -0.94740 0.81306
C -2.66929 -1.33867 -0.39767
N -1.52103 -0.66816 -0.62138
N -0.16376 2.00757 1.69702
C -1.14811 2.91942 1.97404
C -0.87166 3.47200 3.19048
C 0.31905 2.83509 3.60524
N 0.73801 1.96179 2.71553
H 4.10908 -1.18261 0.98813
H 2.81736 -1.97425 -1.28557
H 2.38510 0.65422 2.10930
H 0.17408 3.94482 -0.05795
H 0.21078 4.65468 -2.69638
H -0.01720 2.28208 -4.01861
H -2.33740 0.56626 2.22697
H -4.10495 -1.29407 1.27873
H -3.03333 -2.05004 -1.12098
H -1.96153 3.10097 1.28854
H -1.43672 4.22538 3.71047
H 0.87861 2.98484 4.51440
C 1.17696 -5.40088 -0.93317
O 1.05663 -4.13733 -1.67302
C -0.09847 -3.82740 -2.14609
S -1.55051 -4.54519 -2.06240
S -0.18043 -2.38793 -3.18306
H 2.22196 -5.46090 -0.65530
H 0.89750 -6.21791 -1.59442
H 0.53169 -5.36256 -0.05873
*
```



# 3
Below is a molecular structure, C14H15BeN3O3S2, with properties calculated with ωB97M-V/def2-TZVPD.

The calculation puts the HOMO energy at -14.7 eV. The value obtained for the HOMO-LUMO gap is 0.2070 Eh. The calculated total energy is -1742.98059 a.u. For the LUMO energy, the calculation gives -0.334 Ha.

ORCA input file:
```
! wB97M-V def2-TZVPD RIJCOSX def2/J DEFGRID3
* xyz 2 1
Be 1.16902 1.25272 2.40765
O -1.48833 -2.26329 0.00687
C -0.60589 -2.67390 -0.74010
O -1.26442 0.11445 -1.89080
C -1.07160 -0.92056 -2.50533
O -1.43108 -1.03198 -3.80854
N -0.45360 -2.14391 -2.06174
C -1.10877 -2.34195 -4.31835
C -0.40464 -3.08089 -3.18742
H -0.48924 -2.21886 -5.20540
H -2.03172 -2.81249 -4.66327
H 0.65720 -3.26954 -3.43101
H -0.93484 -4.02856 -2.96342
C 0.38550 -3.72906 -0.37671
C 0.88492 -3.81491 0.86456
H 0.70719 -4.37050 -1.18675
H 0.89208 -2.98646 1.55837
H 1.44718 -4.71611 1.10087
C -2.32200 0.10189 2.19475
C -1.60606 1.21969 2.83845
N -0.37280 1.60262 2.48213
C -0.11941 2.97116 2.69701
C -1.11550 3.59410 3.45804
S -2.37248 2.41201 3.85329
C 1.04946 3.36224 1.97087
C 1.68449 4.54604 1.63322
S 2.87737 4.24918 0.36540
C 2.36525 2.59231 0.24495
N 1.56290 2.24919 1.25993
C 2.58949 1.76462 -0.96695
H -2.35056 -0.72595 2.91589
H -3.32225 0.47589 1.93848
H -1.79802 -0.21627 1.28859
H -1.11686 4.61004 3.81442
H 1.57556 5.51512 2.11329
H 2.54924 2.40016 -1.86301
H 3.57953 1.30914 -0.83171
H 1.80366 1.00260 -1.00648
*
```



# 4
Below is a single C14H15Cl2N3O2S molecule, with properties calculated with ωB97M-V/def2-TZVPD.

The calculation puts the HOMO energy at -8.5 eV. For the relative energy (zero: lowest compared OMol25 entry of this formula, charge and spin), the calculation gives 0.00 kcal/mol. The SMILES is CSCCNC(=O)Nc1c(-c2c(Cl)cccc2Cl)noc1C. The value obtained for the HOMO-LUMO gap is 0.3262 Eh. The calculated total energy is -2175.80698 a.u. For the LUMO energy, the calculation gives 0.015 Ha.

ORCA input file:
```
! wB97M-V def2-TZVPD RIJCOSX def2/J DEFGRID3
* xyz 0 1
C -4.65123 -0.11934 1.58138
S -5.45956 0.94734 0.35406
C -4.01779 1.28685 -0.70366
C -3.72463 0.12339 -1.66027
N -2.30745 -0.08115 -1.85089
C -1.62202 -0.87581 -0.97495
O -2.16790 -1.61557 -0.18413
N -0.25436 -0.80350 -1.12313
C 0.62961 -1.40471 -0.22708
C 1.75793 -0.78072 0.37934
C 2.19621 0.60648 0.20951
C 1.33824 1.67324 0.48222
Cl -0.25717 1.36087 1.07884
C 1.74124 2.98844 0.31971
C 3.02491 3.25608 -0.12178
C 3.90055 2.22128 -0.39777
C 3.48722 0.90888 -0.23131
Cl 4.57717 -0.36942 -0.59789
N 2.39178 -1.63995 1.13856
O 1.71985 -2.80454 1.07677
C 0.66374 -2.69267 0.25443
C -0.19173 -3.87912 0.02984
H -5.43727 -0.62628 2.13025
H -4.01564 -0.84335 1.07825
H -4.06392 0.49742 2.25709
H -3.16988 1.45513 -0.03824
H -4.23889 2.20809 -1.24007
H -4.19652 0.29156 -2.62986
H -4.11469 -0.80670 -1.24028
H -1.80860 0.63300 -2.35744
H 0.12900 -0.02056 -1.63283
H 1.05480 3.78838 0.54615
H 3.34492 4.27849 -0.24697
H 4.90274 2.42169 -0.74012
H -0.05730 -4.25399 -0.98419
H 0.07693 -4.65633 0.73929
H -1.23575 -3.59733 0.15289
*
```



# 5
Below is a single C14H15Cl2NO2 molecule, with properties calculated with ωB97M-V/def2-TZVPD.

The calculation puts the HOMO energy at -8.9 eV. For the relative energy (zero: lowest compared OMol25 entry of this formula, charge and spin), the calculation gives 49.60 kcal/mol. The SMILES is O=C(c1ccc(Cl)c(Cl)c1O)N1CCC2(CCC2)C1. The value obtained for the HOMO-LUMO gap is 0.3429 Eh. The calculated total energy is -1668.00763 a.u. For the LUMO energy, the calculation gives 0.016 Ha.

ORCA input file:
```
! wB97M-V def2-TZVPD RIJCOSX def2/J DEFGRID3
* xyz 0 1
O -2.51751 -0.56568 -0.54896
C -1.46116 0.02345 -0.71388
C -1.45827 1.20515 -1.66969
C -1.32938 0.93169 -3.12577
C -1.13375 2.08952 -3.93622
C -1.03439 3.36698 -3.37784
Cl -0.75851 4.62621 -4.46391
C -1.11290 3.53676 -1.96978
Cl -0.94289 5.11302 -1.10144
C -1.37128 2.44564 -1.12339
O -1.49434 2.62683 0.17434
N -0.25245 -0.54363 -0.27192
C 1.03968 0.17133 -0.09427
C 1.47250 -0.17234 1.24603
C 0.89099 -1.58262 1.48000
C 1.91808 -2.71514 1.71314
C 1.25045 -3.05799 2.98016
C 0.42310 -1.87906 2.94005
C -0.34460 -1.78133 0.61213
H -1.42235 -0.02751 -3.62247
H -1.11220 1.83830 -5.01507
H -1.32529 3.61702 0.32805
H 0.92065 1.27084 -0.20228
H 1.56635 -0.20229 -0.86720
H 2.57193 -0.13946 1.18127
H 1.11733 0.56775 1.99735
H 2.97566 -2.53547 2.01853
H 1.99810 -3.42640 0.88436
H 1.87381 -3.18055 3.96107
H 0.71303 -3.95525 2.76429
H 0.67675 -1.09505 3.67252
H -0.61424 -2.19844 3.03696
H -0.32829 -2.63975 -0.03344
H -1.39461 -1.73246 1.14732
*
```



# 6
Below is a molecular structure, C14H15EuNS, with properties calculated with ωB97M-V/def2-TZVPD.

The calculation puts the HOMO energy (alpha / beta) at -1.8 / -4.1 eV. The value obtained for the HOMO-LUMO gap (alpha / beta) is 0.1742 / 0.2540 Eh. The calculated total energy is -1705.49156 a.u. The expectation value of S² is 12.018. For the LUMO energy (alpha / beta), the calculation gives 0.108 / 0.102 Ha.

ORCA input file:
```
! wB97M-V def2-TZVPD RIJCOSX def2/J DEFGRID3
* xyz -1 7
C 1.01038 -1.41934 -2.05703
C -0.39562 -1.34640 -2.32387
C -1.09120 -2.05841 -1.29180
C -0.10203 -2.57469 -0.36074
C 1.19405 -2.16851 -0.82671
Eu -0.05222 0.10805 -0.00895
C -1.68449 2.01194 -1.06966
C -0.37975 2.14279 -1.42328
C 0.52278 2.60162 -2.29867
N 1.44734 1.54376 -0.45023
H -2.17699 -2.21272 -1.22391
H -0.85206 -0.86830 -3.19899
H -0.31419 -3.14136 0.54727
H 2.14929 -2.40792 -0.36266
H 1.81320 -0.98646 -2.66858
H -2.44731 1.46797 -1.66749
H 2.43072 1.56906 -0.11789
H -2.10774 2.49543 -0.16554
H 0.24334 3.16614 -3.18952
H 1.60730 2.43911 -2.10811
S -0.48726 -0.63390 2.58288
C -0.20813 -0.21198 4.17972
C 0.98104 -0.64151 4.84220
C 1.09540 -0.48679 6.22271
C 0.06598 0.13425 6.96329
C -1.06780 0.64838 6.29357
C -1.20042 0.50536 4.91448
H 1.76603 -1.12112 4.24571
H 1.99020 -0.85715 6.73545
H 0.14545 0.23003 8.05451
H -1.85786 1.16141 6.85442
H -2.06543 0.89096 4.36379
*
```



The highest calculated total energy belongs to which entry?
C14H15Cl2NO2



Which of these has the highest calculated total energy?
C14H15Cl2NO2



What is the calculated total energy in the sixth record?
-1705.49156 a.u.